(1)
# C3H8N4S

C3H8N4S in the gas phase in a non-equilibrium geometry (ωB97M-V with the def2-TZVPD basis set, the OMol25 dataset).

Results
structure (SMILES)	N/N=C\NCC(N)=S
charge	0
E	-736.16969	a.u.
ΔE to the lowest compared entry with this formula, charge and spin	389.72	kJ/mol
orbital gap	8.68	eV

Last column: Mulliken charge in e.
CARTESIAN COORDINATES (ANGSTROEM)
N  -1.727  1.745  -0.550  -0.6730
N  -0.287  1.917  -1.198  -0.5172
C  0.503  1.317  -0.451  0.1686
N  0.286  0.663  0.716  -0.4150
C  1.139  -0.481  0.899  -0.3452
C  0.661  -1.891  0.410  0.1805
N  -0.387  -1.794  -0.268  -0.1983
S  1.330  -3.353  1.022  -0.3243
H  -1.950  2.983  -0.423  0.3224
H  -2.372  1.332  -1.542  0.3080
H  1.550  1.213  -0.708  0.3823
H  -0.707  0.548  0.777  0.4160
H  1.614  -0.680  2.000  0.2770
H  2.067  -0.118  0.259  0.1602
H  -0.764  -2.520  -0.708  0.1366
H  -0.957  -0.883  -0.234  0.1214

(2)
# C26H18F5N3O3ReS

C26H18F5N3O3ReS as an isolated structure (ωB97M-V with the def2-TZVPD basis set, the OMol25 dataset).

Results
2S+1	2
charge	+2
E	-2366.78461	a.u.
orbital gap (alpha / beta)	6.10 / 6.48	eV

Last column: Mulliken spin population.
CARTESIAN COORDINATES (ANGSTROEM)
Re  0.343  -0.455  -0.261  1.0558
F  3.227  -6.478  -0.197  -0.0002
C  2.951  -5.239  0.133  -0.0005
C  1.968  -4.543  -0.569  0.0016
F  1.310  -5.110  -1.561  0.0001
C  1.714  -3.250  -0.182  -0.0106
F  0.739  -2.544  -0.886  -0.0001
C  2.372  -2.589  0.838  0.0018
S  2.042  -0.897  1.210  -0.0419
C  3.351  -3.308  1.515  0.0096
F  4.023  -2.736  2.500  0.0001
C  3.639  -4.622  1.172  0.0000
F  4.566  -5.289  1.824  0.0001
C  -4.867  -0.242  -2.431  0.0031
C  -4.140  0.731  -3.107  -0.0013
C  -2.762  0.770  -2.998  0.0002
C  -2.135  -0.169  -2.187  0.0024
C  -2.843  -1.146  -1.501  -0.0078
C  -4.221  -1.183  -1.638  -0.0012
N  -0.690  -0.138  -2.081  -0.0219
N  -0.106  0.135  -3.150  -0.0270
C  1.280  0.255  -2.984  0.0155
C  2.057  0.571  -4.080  -0.0069
C  3.414  0.760  -3.886  0.0180
C  3.929  0.641  -2.604  -0.0112
C  3.091  0.305  -1.558  0.0127
N  1.771  0.090  -1.736  -0.0576
H  -5.944  -0.270  -2.529  0.0000
H  -4.648  1.461  -3.721  0.0000
H  -2.181  1.523  -3.512  0.0002
H  -2.337  -1.900  -0.915  0.0039
H  -4.791  -1.955  -1.139  0.0000
H  1.584  0.673  -5.046  0.0001
H  4.059  1.006  -4.719  0.0001
H  4.979  0.800  -2.401  0.0001
H  3.460  0.192  -0.551  0.0045
C  0.565  5.643  2.748  0.0003
O  -0.253  4.752  3.524  0.0003
C  -0.516  3.546  3.072  0.0006
C  -1.322  2.751  3.938  -0.0058
C  -1.664  1.497  3.568  0.0043
C  -1.205  0.926  2.335  -0.0214
C  -1.625  -0.350  1.955  0.0289
C  -2.674  -1.129  2.672  -0.0080
O  -1.114  -0.964  0.927  0.0017
C  -0.397  1.749  1.498  0.0408
O  0.006  1.333  0.287  0.0060
C  -0.076  3.050  1.846  0.0084
H  0.735  6.503  3.385  0.0000
H  0.037  5.942  1.843  -0.0002
H  1.515  5.167  2.507  0.0000
H  -1.647  3.181  4.874  0.0000
H  -2.286  0.906  4.224  0.0001
H  -3.527  -0.505  2.931  0.0005
H  -2.258  -1.533  3.599  0.0009
H  -2.996  -1.961  2.053  0.0012
H  0.497  3.645  1.153  -0.0002

(3)
# C13H14BrN

C13H14BrN as an isolated structure in a non-equilibrium geometry (ωB97M-V with the def2-TZVPD basis set, the OMol25 dataset).

Results
charge	0
E	-3132.35243	a.u.
orbital gap	7.14	eV

Last column: Mulliken charge in e.
CARTESIAN COORDINATES (ANGSTROEM)
C  -3.233  3.616  -0.825  -1.0855
C  -2.502  2.230  -0.693  0.7330
C  -2.851  1.211  0.356  -0.4324
C  -2.116  -0.100  0.447  -0.4995
C  -1.042  -0.335  -0.566  0.2592
C  -0.224  -1.678  -0.484  -0.9133
N  1.122  -1.533  0.112  0.1907
C  1.524  -0.411  0.909  0.1498
C  2.855  -0.293  1.514  -0.6591
C  3.897  -1.438  1.301  -0.3037
C  3.415  -2.606  0.408  -0.5083
C  2.042  -2.605  -0.122  -0.0102
C  -0.678  0.634  -1.637  -0.3412
C  -1.422  1.939  -1.705  -0.6065
H  -2.985  4.128  -1.808  0.2971
H  -2.968  4.348  -0.012  0.2628
H  -4.346  3.389  -0.877  0.3007
H  -3.646  1.402  1.134  0.3007
H  -2.342  -0.884  1.219  0.3112
H  -0.172  -2.086  -1.547  0.4441
H  -0.863  -2.436  0.081  0.3023
H  0.814  0.430  1.132  0.3235
H  3.075  0.617  2.143  0.2639
H  4.911  -1.359  1.768  0.4176
H  4.127  -3.451  0.217  0.2789
H  1.764  -3.508  -0.738  0.3049
H  0.139  0.392  -2.381  0.3343
H  -1.174  2.732  -2.473  0.2284
Br  2.878  -2.347  3.126  -0.3434

Repeat the third record exactly.
# C13H14BrN

C13H14BrN as an isolated structure in a non-equilibrium geometry (ωB97M-V with the def2-TZVPD basis set, the OMol25 dataset).

Results
charge	0
E	-3132.35243	a.u.
orbital gap	7.14	eV

Last column: Mulliken charge in e.
CARTESIAN COORDINATES (ANGSTROEM)
C  -3.233  3.616  -0.825  -1.0855
C  -2.502  2.230  -0.693  0.7330
C  -2.851  1.211  0.356  -0.4324
C  -2.116  -0.100  0.447  -0.4995
C  -1.042  -0.335  -0.566  0.2592
C  -0.224  -1.678  -0.484  -0.9133
N  1.122  -1.533  0.112  0.1907
C  1.524  -0.411  0.909  0.1498
C  2.855  -0.293  1.514  -0.6591
C  3.897  -1.438  1.301  -0.3037
C  3.415  -2.606  0.408  -0.5083
C  2.042  -2.605  -0.122  -0.0102
C  -0.678  0.634  -1.637  -0.3412
C  -1.422  1.939  -1.705  -0.6065
H  -2.985  4.128  -1.808  0.2971
H  -2.968  4.348  -0.012  0.2628
H  -4.346  3.389  -0.877  0.3007
H  -3.646  1.402  1.134  0.3007
H  -2.342  -0.884  1.219  0.3112
H  -0.172  -2.086  -1.547  0.4441
H  -0.863  -2.436  0.081  0.3023
H  0.814  0.430  1.132  0.3235
H  3.075  0.617  2.143  0.2639
H  4.911  -1.359  1.768  0.4176
H  4.127  -3.451  0.217  0.2789
H  1.764  -3.508  -0.738  0.3049
H  0.139  0.392  -2.381  0.3343
H  -1.174  2.732  -2.473  0.2284
Br  2.878  -2.347  3.126  -0.3434

Look up the charge of the second one. +2

What is the formula in the third record? C13H14BrN